No. 1
A structure of composition C23H21Br4NO6Si2W in a non-equilibrium geometry, computed with the ωB97M-V functional and the def2-TZVPD basis.

Gap between HOMO and LUMO (alpha / beta) ... 5.670 / 6.467 eV
Molar mass ... 967.050 g/mol
Multiplicity ... 3
Energy above the lowest of the compared OMol25 structures with the same formula, charge and spin ... 0.0000 eV

Positions of all 58 atoms, in Å:
W1 -0.3135 0.4803 0.2514
O1 -3.0380 -0.1342 3.3644
C1 -2.4493 0.0226 2.1801
O2 -1.1730 0.0032 2.0954
C2 -3.1995 0.1481 1.0042
C3 -4.6043 0.1670 0.8039
C4 -5.1089 0.2592 -0.4566
C5 -4.2219 0.3248 -1.5802
C6 -2.8824 0.2877 -1.3267
N1 -2.3670 0.2112 -0.0874
C7 -1.7523 0.3051 -2.3063
O3 -1.9482 0.2975 -3.6019
O4 -0.6049 0.2654 -1.8697
H1 -2.3401 -0.1988 4.0339
H2 -5.2565 0.1080 1.6644
H3 -6.1768 0.2790 -0.6179
H4 -4.6173 0.3982 -2.5839
H5 -2.8901 0.3048 -3.8182
Br1 2.0161 6.4019 3.1857
C8 1.2206 5.1713 2.0041
C9 0.5585 5.6183 0.8563
Br2 0.4449 7.4581 0.4711
C10 -0.0290 4.7016 -0.0162
Br3 -0.9421 5.1996 -1.5838
C11 0.0520 3.3481 0.2689
O5 -0.4774 2.3729 -0.4746
C12 0.7070 2.9052 1.4144
O6 0.7172 1.5807 1.5731
C13 1.2985 3.8073 2.2865
Br4 2.1442 3.1089 3.8123
C14 2.5460 0.7892 -1.9595
Si1 2.1891 -0.0514 -0.3185
C15 3.3770 0.6299 0.9544
C16 2.5382 -1.8904 -0.4561
C17 3.8291 -2.3814 -0.6919
C18 4.0820 -3.7412 -0.7213
C19 3.0426 -4.6420 -0.5084
C20 1.7621 -4.1690 -0.2816
C21 1.4961 -2.7939 -0.2556
Si2 -0.2392 -2.1166 -0.0596
C22 -1.1640 -2.6796 -1.6105
C23 -1.0922 -2.9774 1.3807
H6 3.6218 0.7424 -2.1545
H7 2.2507 1.8411 -1.9389
H8 2.0235 0.3078 -2.7861
H9 4.3821 0.2749 0.7071
H10 3.1253 0.2968 1.9608
H11 3.3924 1.7212 0.9577
H12 4.6533 -1.6926 -0.8506
H13 5.0863 -4.1035 -0.9028
H14 3.2359 -5.7075 -0.5219
H15 0.9601 -4.8839 -0.1250
H16 -1.1293 -3.7727 -1.6481
H17 -0.6962 -2.3103 -2.5241
H18 -2.2212 -2.3963 -1.6110
H19 -1.1216 -4.0560 1.2005
H20 -2.1257 -2.6380 1.4955
H21 -0.5708 -2.8025 2.3225

Cartesian forces (eV/Å) of the 6 atoms listed first:
0.40 1.90 1.05
0.08 0.08 0.02
-0.15 -0.27 -0.19
-0.01 -0.18 0.12
-0.02 -0.14 -0.01
-0.03 0.00 0.14

***

No. 2
A structure of composition C2H4CrO in a non-equilibrium geometry, computed with the ωB97M-V functional and the def2-TZVPD basis.

Gap between HOMO and LUMO (alpha / beta) ... 7.926 / 8.804 eV
Molar mass ... 96.049 g/mol
Total charge ... +1
Multiplicity ... 6
Energy above the lowest of the compared OMol25 structures with the same formula, charge and spin ... 0.0000 eV

Positions of all 8 atoms, in Å:
O1 1.6234 -0.1803 0.1440
Cr1 3.4923 -0.0947 -0.6576
C1 0.4669 -0.1136 -0.0939
C2 -0.6936 0.2016 -0.6399
H1 -0.9902 1.2523 -0.6309
H2 -1.1263 -0.4961 -1.3582
H3 -1.0625 -0.3941 1.8370
H4 -1.7100 -0.1751 1.3995

Cartesian forces (eV/Å) of the 6 atoms listed first:
-0.39 -0.73 1.06
0.41 0.02 -0.10
-1.17 1.77 -2.65
2.05 -0.52 -0.40
-0.14 -0.40 0.41
-0.18 0.05 0.53

***

No. 3
A cluster of 2 separate species, C2H7BS in total in a non-equilibrium geometry, computed with the ωB97M-V functional and the def2-TZVPD basis.

Gap between HOMO and LUMO ... 7.920 eV
Molar mass ... 73.957 g/mol
Energy above the lowest of the compared OMol25 structures with the same formula, charge and spin ... 3.2897 eV

Positions of all 11 atoms, in Å:
B1 -0.6795 -0.0027 -0.3816
C1 -0.1493 -0.5745 2.0522
C2 0.4499 0.5253 -1.3304
S1 -2.2949 0.5384 -0.5779
H1 0.9592 -0.4603 2.0481
H2 -0.5649 -1.5947 2.0311
H3 -0.8016 0.2180 2.5014
H4 0.4569 1.7011 -1.3178
H5 0.0090 0.2487 -2.3174
H6 1.5459 0.1939 -1.1713
H7 -1.7795 1.4535 -1.4516

Cartesian forces (eV/Å) of the 6 atoms listed first:
2.65 -0.02 3.54
-0.86 0.58 -3.09
1.00 0.99 -0.09
-1.04 0.71 -0.41
-1.17 -0.09 0.21
0.43 0.62 0.40

***

No. 4
A cluster of 2 separate species, CH3FOS in total in a non-equilibrium geometry, computed with the ωB97M-V functional and the def2-TZVPD basis.

Gap between HOMO and LUMO (alpha / beta) ... 7.559 / 7.552 eV
Molar mass ... 82.099 g/mol
Energy above the lowest of the compared OMol25 structures with the same formula, charge and spin ... 6.0901 eV

Positions of all 7 atoms, in Å:
C1 0.5249 0.9771 0.7162
O1 2.8399 -0.5591 0.3274
F1 3.9381 0.2080 0.5106
S1 1.2372 0.6266 -0.8858
H1 0.5034 0.0496 1.4587
H2 -0.5488 1.1446 0.5302
H3 1.0487 1.7126 1.3284

Cartesian forces (eV/Å) of the 6 atoms listed first:
-0.52 -2.12 1.75
-3.17 0.61 -2.01
1.02 0.90 0.08
2.41 -1.71 2.66
0.16 1.38 -2.01
0.36 0.49 0.16

***

No. 5
The ion C4H6NS with charge +1 in a non-equilibrium geometry, computed with the ωB97M-V functional and the def2-TZVPD basis.

Gap between HOMO and LUMO (alpha / beta) ... 7.672 / 7.677 eV
Molar mass ... 100.166 g/mol
Total charge ... +1
Energy above the lowest of the compared OMol25 structures with the same formula, charge and spin ... 3.8877 eV

Positions of all 12 atoms, in Å:
C1 0.8966 0.2256 -0.1836
C2 1.2046 -1.0260 0.5857
C3 1.7385 -0.7240 -0.8101
C4 -2.7259 1.1340 0.4345
N1 -0.1027 0.9727 -0.3904
S1 -1.2953 1.9277 0.2481
H1 1.9703 -0.9014 1.2245
H2 0.3689 -1.8018 0.7495
H3 1.5900 -1.2500 -1.7950
H4 2.8440 -0.4914 -0.8873
H5 -3.5158 1.6532 0.9938
H6 -2.9734 0.2814 -0.1697

Cartesian forces (eV/Å) of the 6 atoms listed first:
-2.73 -1.33 0.87
-3.06 -0.48 -1.83
2.81 -0.32 -2.95
1.19 1.07 -0.66
-1.58 2.33 -0.74
1.15 -2.48 0.90

***

No. 6
The molecule CH2NOP in a non-equilibrium geometry, computed with the ωB97M-V functional and the def2-TZVPD basis.

Gap between HOMO and LUMO (alpha / beta) ... 7.118 / 8.541 eV
Molar mass ... 75.007 g/mol
Multiplicity ... 3
Energy above the lowest of the compared OMol25 structures with the same formula, charge and spin ... 0.0000 eV

Positions of all 6 atoms, in Å:
C1 1.2490 0.1401 0.2669
N1 -0.3856 0.0348 -0.4691
O1 2.1098 -0.5384 -0.1392
P1 -1.6627 -0.4897 0.2029
H1 1.2204 0.9343 1.0057
H2 -2.5310 -0.0811 -0.8673

Forces on the atoms, in the same order (eV/Å):
-2.61 -0.71 -2.33
6.61 1.07 0.48
-0.64 0.56 0.44
-3.07 -0.82 0.80
-0.05 0.06 0.24
-0.24 -0.15 0.38

***

No. 7
A structure of composition C37H40CdN3O11PSSi in a non-equilibrium geometry, computed with the ωB97M-V functional and the def2-TZVPD basis.

Gap between HOMO and LUMO ... 6.813 eV
Molar mass ... 906.276 g/mol
Total charge ... -2
Energy above the lowest of the compared OMol25 structures with the same formula, charge and spin ... 1.0462 eV

Positions of all 95 atoms, in Å:
Cd1 -0.3112 -0.4130 -0.6282
O1 4.7507 -4.0613 0.4794
C1 3.6603 -3.2443 0.6339
C2 2.3642 -3.7238 0.5163
C3 1.3248 -2.8194 0.6542
N1 1.5110 -1.5201 0.8729
C4 2.7565 -1.0773 1.0291
C5 3.8664 -1.9050 0.9256
C6 2.9555 0.4208 1.2999
O2 3.8160 0.7205 2.1477
O3 2.2090 1.1883 0.6483
C7 -0.1162 -3.2973 0.5397
O4 -0.3500 -4.4853 0.7835
O5 -0.9420 -2.3966 0.2127
H1 4.4243 -4.9418 0.2660
H2 2.1344 -4.7668 0.3323
H3 4.8599 -1.5001 1.0569
N2 -1.5546 3.2210 -1.6819
N3 -2.9157 2.9826 -1.3805
C8 -3.2828 1.7218 -0.8309
O6 -4.3897 1.6714 -0.2729
O7 -2.4505 0.7851 -1.0197
H4 -1.3654 2.7271 -2.5467
H5 -0.9837 2.7372 -0.9879
H6 -3.3094 3.7470 -0.8546
O8 -0.4720 0.9920 1.3345
S1 0.6144 1.6793 2.1247
C9 1.2676 2.9829 1.0586
C10 2.2505 3.8509 1.7940
C11 3.2868 3.2716 2.5302
C12 4.1575 4.0755 3.2531
C13 4.0138 5.4580 3.2453
C14 3.0040 6.0381 2.4887
C15 2.1291 5.2371 1.7671
C16 -0.3352 2.7290 3.2793
C17 -1.3382 3.6490 2.6548
C18 -2.4324 3.1509 1.9463
C19 -3.3427 4.0168 1.3556
C20 -3.1722 5.3910 1.4676
C21 -2.0894 5.8970 2.1757
C22 -1.1797 5.0297 2.7630
H7 0.4131 3.5366 0.6663
H8 1.7626 2.4251 0.2638
H9 3.4156 2.1922 2.5137
H10 4.9549 3.6146 3.8235
H11 4.6871 6.0807 3.8235
H12 2.8929 7.1162 2.4646
H13 1.3382 5.6852 1.1754
H14 0.4111 3.2660 3.8671
H15 -0.8142 1.9734 3.9054
H16 -2.5596 2.0817 1.8330
H17 -4.1701 3.5971 0.7946
H18 -3.8789 6.0662 0.9997
H19 -1.9512 6.9677 2.2716
H20 -0.3325 5.4241 3.3136
C23 0.7945 -1.3374 -6.5753
C24 1.2947 -2.1766 -5.5878
C25 1.5491 -1.6809 -4.3167
C26 1.3110 -0.3432 -3.9807
C27 0.8087 0.4781 -4.9937
C28 0.5582 -0.0043 -6.2736
Si1 1.6245 0.1822 -2.1599
C29 2.3365 1.9482 -2.2600
C30 1.6202 3.0425 -2.7538
C31 2.1538 4.3257 -2.7698
C32 3.4280 4.5513 -2.2699
C33 4.1589 3.4830 -1.7645
C34 3.6230 2.2021 -1.7673
H21 0.5900 -1.7209 -7.5682
H22 1.4866 -3.2206 -5.8096
H23 1.9476 -2.3494 -3.5585
H24 0.6124 1.5250 -4.7897
H25 0.1622 0.6615 -7.0330
H26 2.8477 -0.6298 -1.9386
H27 0.6064 2.9114 -3.1097
H28 1.5645 5.1485 -3.1588
H29 3.8450 5.5520 -2.2669
H30 5.1474 3.6500 -1.3517
H31 4.1911 1.3866 -1.3450
C35 -0.8955 -3.8206 -2.7334
O9 -1.8511 -2.9439 -3.3195
P1 -2.3174 -1.6604 -2.4135
O10 -3.1942 -0.9437 -3.5813
C36 -2.7123 0.2332 -4.2101
O11 -3.5308 -2.3748 -1.6268
C37 -4.0087 -1.8570 -0.3780
H32 -0.5475 -4.4874 -3.5222
H33 -1.3327 -4.4022 -1.9195
H34 -0.0377 -3.2691 -2.3370
H35 -3.4433 0.5049 -4.9715
H36 -1.7479 0.0629 -4.6891
H37 -2.6277 1.0510 -3.4906
H38 -4.7825 -2.5493 -0.0470
H39 -4.4226 -0.8559 -0.4978
H40 -3.2016 -1.8404 0.3524

Cartesian forces (eV/Å) of the 6 atoms listed first:
-0.32 0.59 0.17
-0.09 0.04 0.02
0.02 0.05 -0.01
0.09 0.09 0.07
0.14 -0.14 0.05
0.15 0.04 -0.01

***

No. 8
The molecule C5H8O2 in a non-equilibrium geometry, computed with the ωB97M-V functional and the def2-TZVPD basis.

Gap between HOMO and LUMO ... 9.415 eV
Molar mass ... 100.117 g/mol
SMILES ... CCCC(=O)C=O
Energy above the lowest of the compared OMol25 structures with the same formula, charge and spin ... 1.7306 eV

Positions of all 15 atoms, in Å:
C1 0.9911 -0.8929 1.9318
C2 0.8377 0.1580 0.8368
C3 -0.3442 -0.0745 -0.0988
C4 -0.4538 0.8567 -1.2178
O1 0.1699 1.8875 -1.3631
C5 -1.3937 0.4121 -2.3512
O2 -2.0969 -0.5702 -2.3513
H1 0.1018 -0.9242 2.5690
H2 1.8536 -0.6630 2.5655
H3 1.1380 -1.8964 1.5133
H4 1.7533 0.2053 0.2192
H5 0.7392 1.1602 1.2550
H6 -0.5210 -1.1299 -0.3325
H7 -1.5019 0.3580 0.0178
H8 -1.2730 1.1134 -3.1937

Cartesian forces (eV/Å) of the 6 atoms listed first:
-0.09 0.02 0.03
-0.44 0.37 0.05
-2.02 0.66 -0.07
1.53 -0.66 -1.30
-0.45 -0.06 0.07
-0.33 -0.12 -0.21